P | This record from OMol25 describes the ion C4H7INO with charge +1. The level of theory is ωB97M-V/def2-TZVPD.

Results
HOMO-LUMO gap   7.667 eV
Total charge   +1
HOMO energy   -14.2 eV

Each atom is followed by the atoms it is bonded to, with distances in Å.
Atoms and positions in Å:
1 I 1.667 1.050 2.904  C4 1.977
2 O 1.271 -2.332 1.668  C7 1.164
3 N -0.837 0.750 0.256  C6 1.408, H10 0.989, H11 1.010
4 C 0.359 -0.244 2.181  I1 1.977, C7 1.537, H13 1.157
5 C 0.966 -0.834 -0.247  C6 1.480, C7 1.555, H12 1.036, H14 1.154
6 C 0.371 0.509 -0.426  N3 1.408, C5 1.480, H8 1.117, H9 1.070
7 C 0.880 -1.329 1.225  O2 1.164, C4 1.537, C5 1.555
8 H 1.024 1.345 -0.079  C6 1.117
9 H 0.272 0.643 -1.483  C6 1.070
10 H -1.068 1.666 0.549  N3 0.989
11 H -1.537 0.204 -0.224  N3 1.010
12 H 1.986 -0.877 -0.420  C5 1.036
13 H -0.725 -0.143 2.575  C4 1.157
14 H 0.262 -1.632 -0.696  C5 1.154

---

Q | This record from OMol25 describes the ion C4H7INO with charge +1. The level of theory is ωB97M-V/def2-TZVPD.

Results
HOMO-LUMO gap   9.128 eV
Total charge   +1
SMILES string   O=C1CC[NH2+][C@@H]1I
HOMO energy   -14.1 eV

Each atom is followed by the atoms it is bonded to, with distances in Å.
Atoms and positions in Å:
1 I 3.254 0.501 -0.094  C7 2.235
2 O 0.973 -2.306 0.223  C6 1.210
3 N 0.158 1.132 0.185  C4 1.523, C7 1.547, H8 0.978, H14 1.084
4 C -1.172 0.448 -0.102  N3 1.523, C5 1.469, H9 1.068, H12 1.063
5 C -0.781 -0.870 -0.619  C4 1.469, C6 1.508, H10 1.119, H11 1.076
6 C 0.530 -1.193 0.054  O2 1.210, C5 1.508, C7 1.501
7 C 1.179 0.046 0.599  I1 2.235, N3 1.547, C6 1.501, H13 1.038
8 H 0.419 1.526 -0.671  N3 0.978
9 H -1.707 0.978 -0.860  C4 1.068
10 H -0.887 -0.829 -1.732  C5 1.119
11 H -1.254 -1.756 -0.233  C5 1.076
12 H -1.820 0.504 0.739  C4 1.063
13 H 1.251 -0.083 1.627  C7 1.038
14 H -0.144 1.903 0.885  N3 1.084

---

R | This record from OMol25 describes a cluster of 2 separate species, C4H7INO in total. The level of theory is ωB97M-V/def2-TZVPD.

Results
HOMO-LUMO gap (alpha / beta)   7.637 / 7.631 eV
Total charge   +1
HOMO energy (alpha / beta)   -12.6 / -12.6 eV

Each atom is followed by the atoms it is bonded to, with distances in Å.
Atoms and positions in Å:
1 I -2.694 0.607 -3.021  C5 2.043
2 O -1.707 2.968 -1.505  C5 1.130
3 N 0.020 -0.728 -1.300  C6 1.509, H8 1.041, H9 0.964, H11 1.109
4 C -0.527 0.420 1.043  C6 1.510, C7 1.519, H10 1.000, H12 1.116
5 C -1.746 1.858 -1.714  I1 2.043, O2 1.130
6 C -0.227 0.484 -0.435  N3 1.509, C4 1.510, C7 1.456
7 C 0.725 1.080 0.492  C4 1.519, C6 1.456, H13 1.118, H14 1.092
8 H -0.804 -1.358 -1.211  N3 1.041
9 H 0.145 -0.419 -2.205  N3 0.964
10 H -0.407 -0.425 1.564  C4 1.000
11 H 0.988 -1.260 -1.196  N3 1.109
12 H -1.231 1.209 1.402  C4 1.116
13 H 0.755 2.181 0.679  C7 1.118
14 H 1.684 0.622 0.741  C7 1.092

---

Short version: Q is the most stable of them.

---

P | This record from OMol25 describes the molecule C2H7NOSi. The level of theory is ωB97M-V/def2-TZVPD.

Results
HOMO-LUMO gap   11.037 eV
SMILES string   [H]/N=C/CO[SiH3]
HOMO energy   -10.1 eV

Each atom is followed by the atoms it is bonded to, with distances in Å.
Atoms and positions in Å:
1 Si -2.153 0.167 0.036  O2 1.676, H8 1.509, H10 1.471, H11 1.442
2 O -0.698 -0.659 0.150  Si1 1.676, C4 1.451
3 N 2.820 0.015 0.100  C5 1.278, H9 1.037
4 C 0.535 -0.330 -0.539  O2 1.451, C5 1.503, H7 1.033, H12 1.131
5 C 1.590 0.139 0.424  N3 1.278, C4 1.503, H6 1.036
6 H 1.175 0.413 1.333  C5 1.036
7 H 0.299 0.399 -1.231  C4 1.033
8 H -2.478 1.465 0.734  Si1 1.509
9 H 3.541 0.323 0.778  N3 1.037
10 H -3.165 -0.739 0.600  Si1 1.471
11 H -2.210 0.157 -1.405  Si1 1.442
12 H 0.743 -1.350 -0.979  C4 1.131

---

Q | This record from OMol25 describes a cluster of 2 separate species, C2H7NOSi in total. The level of theory is ωB97M-V/def2-TZVPD.

Results
HOMO-LUMO gap   10.279 eV
HOMO energy   -9.6 eV

Each atom is followed by the atoms it is bonded to, with distances in Å.
Atoms and positions in Å:
1 Si -2.211 1.335 -0.576  O2 1.725, H6 1.549, H9 1.550, H10 1.489
2 O -1.016 0.357 -1.345  Si1 1.725, N3 1.422
3 N 0.040 -0.343 -0.698  O2 1.422, C5 1.233
4 C 1.824 -1.430 0.953  H7 1.108, H11 1.077, H12 1.083
5 C 0.489 0.081 0.369  N3 1.233, H8 1.077
6 H -2.016 2.766 -1.135  Si1 1.549
7 H 2.671 -0.927 0.445  C4 1.108
8 H -0.072 0.789 0.955  C5 1.077
9 H -3.343 0.317 -0.866  Si1 1.550
10 H -2.019 1.523 0.889  Si1 1.489
11 H 1.957 -1.370 2.020  C4 1.077
12 H 1.381 -2.296 0.476  C4 1.083

---

Short version: P is the most stable of them.

---

P | This record from OMol25 describes a cluster of 2 separate species, C2H6FNO in total. The level of theory is ωB97M-V/def2-TZVPD.

Results
HOMO-LUMO gap   10.896 eV
HOMO energy   -10.0 eV

Each atom is followed by the atoms it is bonded to, with distances in Å.
Atoms and positions in Å:
1 F -2.727 -0.420 -0.378  C5 1.368
2 O 1.190 0.380 -0.789  C4 1.420, H11 1.052
3 N -1.278 1.003 0.364  C5 1.291, H6 1.064, H7 1.059
4 C 1.458 -0.760 0.014  O2 1.420, H8 1.181, H9 1.091, H10 1.155
5 C -1.405 -0.067 -0.347  F1 1.368, N3 1.291
6 H -0.280 1.371 0.363  N3 1.064
7 H -1.970 1.394 1.063  N3 1.059
8 H 2.260 -1.438 -0.528  C4 1.181
9 H 0.603 -1.304 0.419  C4 1.091
10 H 1.917 -0.292 0.965  C4 1.155
11 H 0.231 0.133 -1.146  O2 1.052

---

Q | This record from OMol25 describes a cluster of 2 separate species, C2H6FNO in total. The level of theory is ωB97M-V/def2-TZVPD.

Results
HOMO-LUMO gap (alpha / beta)   9.988 / 7.152 eV
HOMO energy (alpha / beta)   -9.2 / -7.1 eV

Each atom is followed by the atoms it is bonded to, with distances in Å.
Atoms and positions in Å:
1 F 2.326 0.524 -0.052  N3 1.402
2 O -1.154 -1.426 -0.157  C5 1.323, H8 0.970
3 N 1.895 -0.807 -0.140  F1 1.402, H9 1.029
4 C -0.719 0.999 -0.177  C5 1.478, H6 1.092, H10 1.090, H11 1.088
5 C -0.610 -0.357 0.402  O2 1.323, C4 1.478, H7 1.077
6 H 0.154 1.243 -0.785  C4 1.092
7 H -0.337 -0.507 1.432  C5 1.077
8 H -1.331 -1.279 -1.100  O2 0.970
9 H 2.154 -1.205 0.772  N3 1.029
10 H -1.603 1.070 -0.810  C4 1.090
11 H -0.775 1.743 0.615  C4 1.088

---

Short version: P is the most stable of them.